Computed, not measured: a 13-piece molecular cluster, C94H208F9N9O13PS3 overall at a distorted geometry, with ωB97M-V with the def2-TZVPD basis set.

Last columns: bonded neighbours and bond lengths (Å).
Element x y z (Å)
1 C 5.90165 -1.56982 8.62014  H54 1.090, C89 1.564, H205 1.090, C302 1.587
2 H 2.74846 -9.95312 -4.69552  C308 1.090
3 N 2.54946 -6.35764 3.34860  C12 1.534, H51 1.010, C183 1.493, H324 1.010
4 H -2.68852 3.92054 6.68854  C168 1.090
5 H -0.98680 -3.18137 -8.19882  C142 1.090
6 H -2.99817 -1.81462 -4.64338  C232 1.090
7 C -8.21008 -3.87828 3.99941  C62 1.565, C108 1.472, H176 1.090, H189 1.090
8 H -6.50883 -2.87605 4.67514  C108 1.090
9 H 1.96186 -5.31853 1.71119  C183 1.090
10 H 4.77996 -2.73972 7.28398  C302 1.090
11 C -5.12611 6.59125 8.79055  H44 1.090, H103 1.090, C116 1.559, C323 1.497
12 C 1.35883 -6.16630 4.29617  N3 1.534, C32 1.533, H299 1.090, H318 1.090
13 H 3.26759 6.13995 1.52859  C133 1.090
14 F 1.09820 -5.71767 -1.48236  C162 1.316
15 C -2.83439 7.39852 -3.58891  H126 1.090, C146 1.477, H264 1.090, C307 1.539
16 H -4.42614 6.32233 -1.11260  C96 1.090
17 C 3.01369 -0.55542 7.86467  N60 1.583, H112 1.090, H265 1.090, H300 1.090
18 H -4.80766 -4.93538 -5.21280  C78 1.090
19 C 0.88686 2.77653 0.54726  C135 1.576, H197 1.090, H220 1.090, C293 1.566
20 H 4.40094 5.65277 -4.77965  C219 1.090
21 H -5.92174 6.79465 6.73968  C323 1.090
22 H 5.87268 7.94264 -6.38443  C114 1.090
23 H 1.64386 6.68679 1.56126  C133 1.090
24 H -0.28664 -2.31659 -5.16785  C184 1.090
25 C -7.29392 0.80152 0.52326  C42 1.552, H250 1.090, C272 1.463, H276 1.090
26 C 3.10843 3.62134 2.43785  H31 1.090, H79 1.090, C163 1.592, N179 1.564
27 C -5.10530 -2.09416 0.84243  H36 1.090, H130 1.090, C175 1.543, P325 1.787
28 O -1.54471 1.56937 -2.06648  S321 1.442
29 H -5.21288 -4.17061 1.57361  C175 1.090
30 H 4.28491 1.36323 6.45798  C84 1.090
31 H 3.69305 3.62020 1.51790  C26 1.090
32 C 1.03993 -4.67352 4.43536  C12 1.533, O86 1.390, H91 1.090, H97 1.090
33 H -4.80742 4.16842 2.89304  C285 1.090
34 H -1.99658 4.27421 -2.62168  C41 1.090
35 S 5.59577 1.27491 0.10377  O75 1.466, C128 1.890, O278 1.489, O310 1.472
36 H -5.92105 -2.30511 0.15094  C27 1.090
37 O 8.00430 -2.96949 -1.31369  C185 1.404, C225 1.426
38 H -3.49675 -0.17297 -6.12455  C336 1.090
39 H -2.43314 -3.44643 -4.74391  C232 1.090
40 H 2.30172 -9.26994 -0.09697  C119 1.090
41 C -2.58776 4.83585 -1.89839  H34 1.090, H61 1.090, N111 1.603, C254 1.560
42 C -6.08401 0.69771 1.49010  C25 1.552, H166 1.090, H266 1.090, P325 1.912
43 H 3.75194 -3.10912 1.70766  C228 1.090
44 H -4.63716 5.76953 9.31383  C11 1.090
45 H -3.36239 0.54811 2.28853  C314 1.090
46 N -1.97260 -2.29786 -6.51439  C82 1.563, C142 1.565, C184 1.597, C232 1.556
47 H 8.45787 -2.30760 -3.24515  C185 1.090
48 H 2.44041 6.35035 3.11715  C133 1.090
49 H -6.18526 -3.87873 -5.10851  C78 1.090
50 H 1.62283 -3.08024 -1.41560  C284 1.090
51 H 3.34543 -5.80457 3.63255  N3 1.010
52 H -3.81572 -3.26606 2.12885  C175 1.090
53 H -0.78460 0.93625 -7.17438  C249 1.090
54 H 5.08566 -1.67255 9.33548  C1 1.090
55 C -5.84629 3.17202 -5.46491  H100 1.090, C193 1.557, H203 1.090, H241 1.090
56 H -2.10766 -1.54440 4.05522  C124 1.090
57 H 1.90483 1.68043 -5.89829  C110 1.090
58 H -3.60203 3.38003 -3.96254  C235 1.090
59 C -3.12156 6.87648 6.70481  N214 1.532, H246 1.090, H248 1.090, C298 1.575
60 N 4.19077 -0.67762 6.81375  C17 1.583, C84 1.522, C140 1.614, C302 1.568
61 H -2.82774 4.35758 -0.94877  C41 1.090
62 C -9.32512 -3.25768 4.90581  C7 1.565, H141 1.090, H294 1.090, H334 1.090
63 H 4.46661 5.14226 3.40752  C163 1.090
64 C -8.04639 1.27249 -1.87733  H186 1.090, H191 1.090, C272 1.588, H311 1.090
65 H 7.07885 -4.16192 -5.22457  C259 1.090
66 H 4.87564 5.22253 -6.42764  C219 1.090
67 H -1.70965 1.62016 -5.81788  C249 1.090
68 C 1.16354 -7.22755 1.42729  H88 1.090, O102 1.296, H113 1.090, C183 1.500
69 C 3.55181 -4.94373 -3.46679  N77 1.545, H95 1.090, H118 1.090, C316 1.616
70 H -3.37929 -1.74286 -7.95161  C82 1.090
71 H -5.57006 4.89048 -1.31025  C96 1.090
72 H -0.95432 2.96538 3.50891  C281 1.090
73 H 2.14920 -5.25823 -5.66728  C291 1.090
74 H 5.83793 -4.33868 1.60363  N215 1.010
75 O 5.77511 2.72045 -0.06584  S35 1.466
76 H 5.22373 -8.22518 -5.30243  C150 1.090
77 N 4.03237 -5.84039 -4.63024  C69 1.545, C167 1.511, C200 1.591, C291 1.563
78 C -5.11193 -3.92894 -4.92537  H18 1.090, H49 1.090, H83 1.090, C188 1.504
79 H 2.61144 2.69203 2.71621  C26 1.090
80 O -1.94037 -6.53469 -3.79319  S151 1.491
81 F 3.17007 0.21864 -0.45110  C128 1.368
82 C -2.46833 -1.27128 -7.58301  N46 1.563, H70 1.090, H170 1.090, C336 1.487
83 H -4.76455 -3.92218 -3.89223  C78 1.090
84 C 5.01403 0.59904 6.72730  H30 1.090, N60 1.522, C134 1.480, H270 1.090
85 F 3.46131 2.14321 -1.25614  C128 1.330
86 O 0.55548 -4.28054 3.19344  C32 1.390, C213 1.392
87 C -3.32655 4.87793 4.31519  H153 1.090, C285 1.560, C289 1.507, H306 1.090
88 H 0.18956 -6.96120 1.83780  C68 1.090
89 C 6.51339 -0.13326 8.70227  C1 1.564, C134 1.534, H196 1.090, H309 1.090
90 H 4.53539 -0.85412 4.62347  C140 1.090
91 H 0.25924 -4.50695 5.17757  C32 1.090
92 C 5.48154 -2.56905 0.44706  H187 1.090, N215 1.549, C228 1.543, H296 1.090
93 H 6.13374 -3.29445 -2.86829  C207 1.090
94 O 3.30246 -3.36116 -0.29649  C228 1.456, C284 1.392
95 H 2.47527 -5.09141 -3.55246  C69 1.090
96 C -4.95849 5.65462 -1.79001  H16 1.090, H71 1.090, N111 1.580, H317 1.090
97 H 1.87251 -4.02517 4.70836  C32 1.090
98 C -7.32934 -1.82358 2.85029  C108 1.517, H139 1.090, H269 1.090, P325 1.813
99 H -3.33086 0.57513 -7.66956  C336 1.090
100 H -6.57574 3.42058 -6.23577  C55 1.090
101 H 3.48512 -3.06756 -4.47585  C316 1.090
102 O 1.47092 -8.47920 1.55922  C68 1.296, C119 1.410
103 H -5.97656 6.91260 9.39186  C11 1.090
104 H -1.16158 -0.27929 -4.38476  C137 1.090
105 H 2.01555 5.60347 -4.12747  C149 1.090
106 H 2.54079 -7.32154 -4.51736  C167 1.090
107 H 3.56642 -2.83324 -2.77384  C316 1.090
108 C -7.04202 -3.02164 3.73566  C7 1.472, H8 1.090, C98 1.517, H224 1.090
109 H 1.05204 4.73414 4.11864  C156 1.090
110 C 2.38285 2.14213 -5.03432  H57 1.090, C218 1.633, C288 1.497, H295 1.090
111 N -3.87400 5.12546 -2.81042  C41 1.603, C96 1.580, C235 1.597, C307 1.597
112 H 2.62728 -1.57149 7.94464  C17 1.090
113 H 1.07086 -7.30905 0.34430  C68 1.090
114 C 4.89559 8.18430 -5.96612  H22 1.090, H117 1.090, H287 1.090, C322 1.580
115 C -4.14808 -4.22677 -1.18217  H247 1.090, C252 1.564, H267 1.090, H330 1.090
116 C -4.20895 7.84842 8.88013  C11 1.559, H290 1.090, C298 1.588, H305 1.090
117 H 5.01297 8.23433 -4.88362  C114 1.090
118 H 3.92006 -5.29922 -2.50444  C69 1.090
119 C 2.58486 -9.08124 0.93857  H40 1.090, O102 1.410, H236 1.090, H335 1.090
120 H 4.06022 3.63634 -4.58623  C218 1.090
121 H -2.25851 6.99125 8.82744  C298 1.090
122 F -0.28638 -4.15718 -1.68309  C162 1.330
123 F -0.85371 -6.11094 -0.85910  C162 1.340
124 C -2.03286 -0.56065 3.59183  H56 1.090, H238 1.090, C273 1.536, C314 1.555
125 H 5.16458 2.23895 3.86979  C234 1.090
126 H -2.71364 8.07119 -4.43804  C15 1.090
127 C 2.42294 -0.25381 5.01271  C140 1.538, H160 1.090, C202 1.523, H206 1.090
128 C 4.11825 1.00691 -1.04394  S35 1.890, F81 1.368, F85 1.330, F169 1.403
129 H -2.84687 0.30964 5.38634  C273 1.090
130 H -4.49092 -1.43030 0.23422  C27 1.090
131 H -3.12005 4.09860 2.17842  C285 1.090
132 H -0.67666 5.85127 -1.37996  C254 1.090
133 C 2.33570 6.02488 2.08216  H13 1.090, H23 1.090, H48 1.090, N179 1.512
134 C 5.59918 0.91111 8.04996  C84 1.480, C89 1.534, H257 1.090, H327 1.090
135 C -0.31212 2.72031 1.56796  C19 1.576, H181 1.090, H274 1.090, C281 1.594
136 O -3.58695 0.89852 -0.90874  S321 1.441
137 C -0.74066 -0.20786 -5.38767  H104 1.090, C184 1.556, H233 1.090, C249 1.534
138 H -4.74800 -0.33304 4.24230  C262 1.090
139 H -7.94457 -1.11382 3.40330  C98 1.090
140 C 3.71230 -1.03541 5.31468  N60 1.614, H90 1.090, C127 1.538, H261 1.090
141 H -10.16870 -3.83337 5.28666  C62 1.090
142 C -1.53633 -3.55670 -7.33555  H5 1.090, N46 1.565, H164 1.090, H258 1.090
143 H 0.06445 -1.79538 -6.79509  C184 1.090
144 H -4.38765 -3.37933 -6.80757  C188 1.090
145 H -0.94875 7.83064 -2.67876  C146 1.090
146 C -1.55178 6.97714 -2.98861  C15 1.477, H145 1.090, H182 1.090, C254 1.581
147 H 9.61930 -1.89161 -2.03969  C185 1.090
148 H -4.86644 -2.03396 -5.90131  C188 1.090
149 C 1.62317 5.13046 -5.02770  H105 1.090, C199 1.557, N237 1.558, H256 1.090
150 C 4.13568 -8.27879 -5.33977  H76 1.090, C167 1.517, H174 1.090, C308 1.544
151 S -0.53057 -6.07744 -3.63074  O80 1.491, C162 1.956, O209 1.468, O245 1.491
152 H 5.99766 -6.32944 -5.53152  C200 1.090
153 H -2.47528 5.54667 4.44262  C87 1.090
154 H 3.83872 -7.44535 -3.28910  C167 1.090
155 F -1.69873 -1.28622 -0.35966  C177 1.302
156 C 0.70006 4.44594 3.12811  H109 1.090, N179 1.610, C281 1.517, H333 1.090
157 H -4.69924 3.13385 -2.55643  C235 1.090
158 H 4.00366 3.01919 -6.33665  C218 1.090
159 H -2.18529 6.70407 -0.92234  C254 1.090
160 H 2.47265 0.79017 5.32211  C127 1.090
161 H 0.85278 4.99060 0.28247  C293 1.090
162 C -0.15363 -5.47508 -1.80805  F14 1.316, F122 1.330, F123 1.340, S151 1.956
163 C 4.08831 4.13513 3.58265  C26 1.592, H63 1.090, H231 1.090, C234 1.561
164 H -0.90597 -4.09384 -6.62686  C142 1.090
165 H 1.79269 5.47914 -7.64879  C326 1.090
166 H -5.21075 1.18907 1.06104  C42 1.090
167 C 3.61473 -7.26348 -4.34022  N77 1.511, H106 1.090, C150 1.517, H154 1.090
168 C -3.38041 4.47678 7.32099  H4 1.090, N214 1.555, H301 1.090, H303 1.090
169 F 4.49771 0.33732 -2.21722  C128 1.403
170 H -1.69492 -1.14405 -8.34047  C82 1.090
171 H 5.96727 -1.86953 6.36112  C302 1.090
172 F -0.52381 -0.98216 -2.06866  C177 1.361
173 H 3.25131 -6.39495 1.36852  C183 1.090
174 H 3.81619 -8.14801 -6.37365  C150 1.090
175 C -4.46957 -3.43231 1.27274  C27 1.543, H29 1.090, H52 1.090, C252 1.507
176 H -8.65154 -4.31151 3.10190  C7 1.090
177 C -1.81051 -1.00759 -1.62698  F155 1.302, F172 1.361, F275 1.362, S321 1.894
178 H 4.46022 -10.25264 -4.29296  C308 1.090
179 N 1.91810 4.57163 2.08253  C26 1.564, C133 1.512, C156 1.610, C293 1.540
180 H 6.07477 -5.88143 -3.81812  C200 1.090
181 H -1.09273 3.43930 1.31935  C135 1.090
182 H -0.74089 6.63302 -3.63059  C146 1.090
183 C 2.28925 -6.34466 1.87844  N3 1.493, H9 1.090, C68 1.500, H173 1.090
184 C -0.62231 -1.64900 -5.96141  H24 1.090, N46 1.597, C137 1.556, H143 1.090
185 C 8.54876 -2.02335 -2.19679  O37 1.404, H47 1.090, H147 1.090, H277 1.090
186 H -9.06953 0.92261 -1.73997  C64 1.090
187 H 5.64701 -2.41602 -0.61937  C92 1.090
188 C -4.33444 -2.97935 -5.79500  C78 1.504, H144 1.090, H148 1.090, C232 1.532
189 H -7.96203 -4.78452 4.55197  C7 1.090
190 H -5.38044 4.68789 5.24478  C289 1.090
191 H -7.78071 2.29653 -1.61489  C64 1.090
192 H -1.49581 -4.15688 3.98350  C213 1.090
193 C -5.82713 4.01659 -4.15672  C55 1.557, H211 1.090, C235 1.578, H320 1.090
194 H 0.18538 3.51272 -5.53058  C199 1.090
195 H -2.70506 1.53227 4.18302  C273 1.090
196 H 7.39733 -0.31234 8.09015  C89 1.090
197 H 1.58579 1.96258 0.73984  C19 1.090
198 H 2.35900 4.26831 -0.05129  C293 1.090
199 C 0.71706 3.91673 -4.66908  C149 1.557, H194 1.090, H263 1.090, C288 1.490
200 C 5.60566 -5.65026 -4.77446  N77 1.591, H152 1.090, H180 1.090, C259 1.539
201 H 2.92543 -0.01011 2.95460  C202 1.090
202 C 2.13486 -0.48501 3.53560  C127 1.523, H201 1.090, H221 1.090, H271 1.090
203 H -4.93516 3.37333 -6.02832  C55 1.090
204 H 3.18465 4.35632 -7.95419  C326 1.090
205 H 6.58609 -2.38148 8.86683  C1 1.090
206 H 1.62390 -0.78269 5.53224  C127 1.090
207 C 5.55802 -3.24064 -3.79227  H93 1.090, H217 1.090, C259 1.549, C316 1.560
208 H -1.17126 -3.84814 2.28294  C213 1.090
209 O 0.37020 -7.23346 -3.71593  S151 1.468
210 H -2.71703 -3.39615 0.02114  C252 1.090
211 H -5.95429 5.06750 -4.41659  C193 1.090
212 H 5.87645 -4.59032 0.03080  N215 1.010
213 C -0.83053 -4.40428 3.15628  O86 1.392, H192 1.090, H208 1.090, H297 1.090
214 N -4.09501 5.69368 6.66740  C59 1.532, C168 1.555, C289 1.592, C323 1.516
215 N 6.16181 -3.92921 0.73903  H74 1.010, C92 1.549, H212 1.010, C315 1.603
216 H 1.70859 -2.10956 0.12268  C284 1.090
217 H 5.75914 -2.23393 -4.15860  C207 1.090
218 C 3.46225 3.30031 -5.43335  C110 1.633, H120 1.090, H158 1.090, N237 1.603
219 C 4.08502 5.66652 -5.82276  H20 1.090, H66 1.090, N237 1.573, C322 1.586
220 H 0.54570 2.60585 -0.47381  C19 1.090
221 H 1.16898 -0.16286 3.14649  C202 1.090
222 O -3.35581 0.36484 -3.22032  S321 1.455
223 H -4.91799 6.23864 4.79902  C289 1.090
224 H -6.22336 -3.63025 3.35161  C108 1.090
225 C 8.36151 -2.79875 0.05632  O37 1.426, H230 1.090, H279 1.090, C315 1.512
226 H -5.96184 5.21683 7.34433  C323 1.090
227 H 0.78286 1.91112 -3.73525  C288 1.090
228 C 3.97170 -2.61657 0.76044  H43 1.090, C92 1.543, O94 1.456, H331 1.090
229 H 5.73013 3.25889 2.51975  C234 1.090
230 H 9.44147 -2.70554 0.17078  C225 1.090
231 H 3.63930 3.97634 4.56310  C163 1.090
232 C -2.91112 -2.65919 -5.32692  H6 1.090, H39 1.090, N46 1.556, C188 1.532
233 H 0.29042 0.14390 -5.35237  C137 1.090
234 C 5.37988 3.25911 3.55195  H125 1.090, C163 1.561, H229 1.090, H332 1.090
235 C -4.45908 3.76645 -3.41097  H58 1.090, N111 1.597, H157 1.090, C193 1.578
236 H 3.51991 -8.52977 1.03685  C119 1.090
237 N 2.84355 4.70412 -5.89671  C149 1.558, C218 1.603, C219 1.573, C326 1.533
238 H -1.07467 -0.45025 3.08410  C124 1.090
239 H 5.71629 -3.80757 -5.90727  C259 1.090
240 H 1.32749 -3.75217 0.17816  C284 1.090
241 H -5.83768 2.12214 -5.17204  C55 1.090
242 H -4.42429 6.44258 -4.59312  C307 1.090
243 H 3.91536 -10.13585 -5.97407  C308 1.090
244 H 0.63807 2.34110 3.61331  C281 1.090
245 O -0.17075 -4.98036 -4.57483  S151 1.491
246 H -2.15058 6.44475 6.46207  C59 1.090
247 H -5.08845 -4.74509 -0.99470  C115 1.090
248 H -3.43678 7.60733 5.96010  C59 1.090
249 C -1.48343 0.70778 -6.36968  H53 1.090, H67 1.090, C137 1.534, C336 1.558
250 H -7.64575 1.83302 0.54114  C25 1.090
251 H -3.17171 -4.99316 0.66286  C252 1.090
252 C -3.55192 -4.05728 0.25339  C115 1.564, C175 1.507, H210 1.090, H251 1.090
253 H 3.40797 -6.04038 -6.74015  C291 1.090
254 C -1.69455 6.09672 -1.68286  C41 1.560, H132 1.090, C146 1.581, H159 1.090
255 H 1.92948 3.09218 -3.17991  C288 1.090
256 H 0.84672 5.76780 -5.45081  C149 1.090
257 H 6.07656 1.88618 7.95270  C134 1.090
258 H -2.23506 -4.22654 -7.83673  C142 1.090
259 C 6.02914 -4.17909 -4.93147  H65 1.090, C200 1.539, C207 1.549, H239 1.090
260 H 8.16544 -4.91386 0.64538  C315 1.090
261 H 3.53050 -2.09341 5.12580  C140 1.090
262 C -4.55622 -0.91310 3.33961  H138 1.090, H280 1.090, C314 1.487, P325 1.776
263 H -0.13706 4.28034 -4.09780  C199 1.090
264 H -3.43745 7.93265 -2.85467  C15 1.090
265 H 3.28314 -0.16349 8.84542  C17 1.090
266 H -6.20312 1.27497 2.40698  C42 1.090
267 H -4.59818 -3.30944 -1.56166  C115 1.090
268 H 1.69437 3.72255 -7.58808  C326 1.090
269 H -7.92458 -2.04763 1.96509  C98 1.090
270 H 5.85292 0.44788 6.04795  C84 1.090
271 H 2.18960 -1.51874 3.19424  C202 1.090
272 C -7.11571 0.45186 -0.88634  C25 1.463, C64 1.588, H282 1.090, H312 1.090
273 C -2.22445 0.62495 4.54892  C124 1.536, H129 1.090, H195 1.090, H319 1.090
274 H -0.76294 1.72955 1.51098  C135 1.090
275 F -2.47875 -2.05248 -2.18974  C177 1.362
276 H -8.13462 0.30002 1.00266  C25 1.090
277 H 7.96770 -1.11833 -2.01957  C185 1.090
278 O 6.71010 0.37934 -0.31300  S35 1.489
279 H 7.96124 -1.84088 0.38850  C225 1.090
280 H -4.31667 -1.91305 3.70130  C262 1.090
281 C 0.04105 3.08084 3.07996  H72 1.090, C135 1.594, C156 1.517, H244 1.090
282 H -7.23411 -0.62438 -1.01198  C272 1.090
283 H -2.86295 5.55558 -4.66087  C307 1.090
284 C 1.94879 -3.04858 -0.37596  H50 1.090, O94 1.392, H216 1.090, H240 1.090
285 C -3.80814 4.60230 2.85733  H33 1.090, C87 1.560, H131 1.090, H292 1.090
286 H 7.92472 -3.76965 1.93073  C315 1.090
287 H 4.64785 9.19932 -6.27669  C114 1.090
288 C 1.40674 2.74017 -4.06925  C110 1.497, C199 1.490, H227 1.090, H255 1.090
289 C -4.48794 5.30950 5.17301  C87 1.507, H190 1.090, N214 1.592, H223 1.090
290 H -4.07245 7.98658 9.95269  C116 1.090
291 C 3.20858 -5.39800 -5.88242  H73 1.090, N77 1.563, H253 1.090, H337 1.090
292 H -3.92382 5.58688 2.40420  C285 1.090
293 C 1.51915 4.20593 0.64071  C19 1.566, H161 1.090, N179 1.540, H198 1.090
294 H -9.79140 -2.35723 4.50598  C62 1.090
295 H 2.91096 1.25998 -4.67237  C110 1.090
296 H 5.89509 -1.77613 1.07025  C92 1.090
297 H -0.92831 -5.43065 2.80260  C213 1.090
298 C -2.85664 7.54663 8.10501  C59 1.575, C116 1.588, H121 1.090, H329 1.090
299 H 1.65859 -6.56751 5.26430  C12 1.090
300 H 2.28982 0.13687 7.43475  C17 1.090
301 H -4.10501 3.70308 7.57489  C168 1.090
302 C 5.25829 -1.76556 7.18248  C1 1.587, H10 1.090, N60 1.568, H171 1.090
303 H -2.85968 4.90840 8.17576  C168 1.090
304 H 2.78475 7.26467 -5.91897  C322 1.090
305 H -4.82452 8.69269 8.56972  C116 1.090
306 H -2.88587 3.95314 4.68757  C87 1.090
307 C -3.55443 6.11022 -4.02657  C15 1.539, N111 1.597, H242 1.090, H283 1.090
308 C 3.78056 -9.73464 -4.96960  H2 1.090, C150 1.544, H178 1.090, H243 1.090
309 H 6.78710 0.12481 9.72530  C89 1.090
310 O 5.11084 0.91276 1.44519  S35 1.472
311 H -7.77315 1.25017 -2.93230  C64 1.090
312 H -6.06974 0.67624 -1.09534  C272 1.090
313 H 3.78762 6.86849 -7.40250  C322 1.090
314 C -3.29625 -0.46262 2.69122  H45 1.090, C124 1.555, C262 1.487, H328 1.090
315 C 7.76012 -3.92606 0.86464  N215 1.603, C225 1.512, H260 1.090, H286 1.090
316 C 4.01953 -3.40120 -3.58636  C69 1.616, H101 1.090, H107 1.090, C207 1.560
317 H -5.71280 6.16070 -2.39251  C96 1.090
318 H 0.49586 -6.77101 4.01734  C12 1.090
319 H -1.32282 0.85090 5.11824  C273 1.090
320 H -6.66834 3.72172 -3.52942  C193 1.090
321 S -2.65357 0.65154 -1.97831  O28 1.442, O136 1.441, C177 1.894, O222 1.455
322 C 3.77931 7.13282 -6.34507  C114 1.580, C219 1.586, H304 1.090, H313 1.090
323 C -5.35817 6.12336 7.38764  C11 1.497, H21 1.090, N214 1.516, H226 1.090
324 H 2.98488 -7.26501 3.43338  N3 1.010
325 P -5.83902 -1.08874 2.12447  C27 1.787, C42 1.912, C98 1.813, C262 1.776
326 C 2.31830 4.57860 -7.33119  H165 1.090, H204 1.090, N237 1.533, H268 1.090
327 H 4.80252 1.32345 8.66917  C134 1.090
328 H -3.01743 -0.96351 1.76414  C314 1.090
329 H -2.31424 8.49200 8.11814  C298 1.090
330 H -3.49516 -4.82280 -1.81978  C115 1.090
331 H 3.68407 -1.59558 1.01132  C228 1.090
332 H 6.12025 3.73990 4.19132  C234 1.090
333 H 0.05334 5.25570 2.79026  C156 1.090
334 H -8.91360 -2.97896 5.87589  C62 1.090
335 H 2.70892 -10.05241 1.41768  C119 1.090
336 C -2.77193 0.02156 -6.91506  H38 1.090, C82 1.487, H99 1.090, C249 1.558
337 H 3.75914 -4.49581 -6.14893  C291 1.090

The LUMO energy comes out at -12.09 eV. The calculation puts the highest occupied orbital energy at -0.6918 Ha. As for the total energy: -207052.7663 eV. Its total charge is +7. As for the molar mass: 1970.905 g/mol.

Results of the Mulliken charge analysis, in e, for atoms 1 through 5:
1 C -0.81
2 H 0.36
3 N 0.05
4 H 0.07
5 H 0.42